Entry 1:
{"formula": "C4H4ClN3", "method": "wB97M-V/def2-TZVPD", "elements": ["Cl", "N", "N", "N", "C", "C", "C", "C", "H", "H", "H", "H"], "positions_angstrom": [[2.082602, 1.966830, -3.126880], [-0.851487, 1.383430, -0.867912], [3.304186, 0.421482, -1.249127], [-0.109964, -0.319715, 0.326556], [-1.423238, -0.122119, 0.688676], [2.397440, 1.001825, -1.812468], [0.145222, 0.614756, -0.600827], [-1.861706, 0.934389, -0.057620], [-1.908419, -0.727884, 1.426231], [0.520258, -1.023245, 0.669656], [-2.822773, 1.404590, -0.079806], [4.277620, 0.432724, -1.547313]], "forces_ev_per_a": [[-0.01, 0.42, -0.53], [0.59, 0.02, -0.26], [0.07, 0.02, -0.03], [0.13, -0.13, 0.06], [-0.55, 0.12, 0.16], [-1.92, -1.18, 2.08], [2.22, 0.96, -1.77], [-0.04, -0.41, 0.33], [-0.10, -0.12, 0.13], [-0.01, 0.10, -0.05], [-0.28, 0.01, 0.12], [-0.10, 0.19, -0.24]], "homo_energy_ev": [-8.5, -8.7], "de_lowest_kcal_mol": 114.3}

Entry 2:
{"formula": "C3H3F2N", "method": "wB97M-V/def2-TZVPD", "elements": ["F", "F", "N", "C", "C", "C", "H", "H", "H"], "positions_angstrom": [[3.784638, -0.384688, 0.097827], [2.321508, 1.215290, 0.087033], [0.048726, 0.235218, -0.999644], [2.489715, -0.074340, -0.141604], [-0.426934, 0.837266, 0.001378], [1.498161, -0.831397, -0.525969], [-1.379906, 1.462631, -0.135981], [-0.029226, 0.845952, 1.107973], [1.159647, -1.830899, -0.652972]], "forces_ev_per_a": [[-1.36, -0.10, -0.15], [0.54, 0.16, -0.17], [2.64, -2.19, 1.62], [1.04, -0.06, 0.33], [-0.57, 0.62, 1.67], [-3.80, 3.09, -0.92], [1.41, -0.82, -0.07], [-0.60, -0.22, -2.15], [0.69, -0.47, -0.17]], "homo_energy_ev": -10.0, "de_lowest_kcal_mol": 75.2}

Entry 3:
{"formula": "C2H3N5S", "method": "wB97M-V/def2-TZVPD", "elements": ["S", "N", "N", "N", "N", "N", "C", "C", "H", "H", "H"], "positions_angstrom": [[-3.051965, -0.064657, 0.017492], [1.123647, 1.282223, 0.083613], [1.956802, -0.871803, -0.191600], [0.140770, 2.110093, -0.065137], [-1.114495, 1.714605, -0.086585], [-0.356305, -0.546876, 0.050646], [-1.281564, 0.432334, -0.013262], [0.841351, -0.039252, -0.034136], [2.910517, -0.614176, 0.439038], [-2.940050, -1.451289, -0.462870], [1.771292, -1.951197, 0.262804]], "forces_ev_per_a": [[1.20, -1.68, -0.77], [-0.19, 0.16, -1.21], [2.27, -3.42, 4.42], [0.79, 0.84, 1.06], [0.36, 0.51, -0.59], [-1.09, 0.72, -0.74], [-2.12, -3.03, 0.20], [2.11, -0.44, 1.29], [-3.62, -0.02, -2.54], [0.21, 2.40, 0.94], [0.08, 3.97, -2.07]], "homo_energy_ev": -9.8, "smiles": "Nc1nnnc(S)n1", "de_lowest_kcal_mol": 25.4}

Entry 4:
{"formula": "C5H8N2O3", "method": "wB97M-V/def2-TZVPD", "elements": ["O", "O", "O", "N", "N", "C", "C", "C", "C", "C", "H", "H", "H", "H", "H", "H", "H", "H"], "positions_angstrom": [[1.797719, -0.222388, -0.388404], [-1.379327, -1.730148, 0.365604], [-0.335491, 2.644093, 0.410852], [-0.666808, 0.456797, 0.871689], [1.254133, -1.127671, 0.645436], [-1.541373, -0.387894, 0.361460], [-1.016738, 1.712980, 0.417796], [-2.423691, 1.596815, -0.322106], [-2.629549, 0.276224, -0.419080], [3.257458, -0.213377, -0.371584], [3.588661, -0.316038, -1.332504], [3.537144, 0.833224, -0.063175], [-2.040936, -2.161214, -0.166496], [-3.406053, -0.374490, -0.799606], [3.759442, -0.901157, 0.325766], [0.259081, -0.600385, 0.968384], [0.842285, -1.944836, 0.175461], [-2.855957, 2.459470, -0.679488]], "forces_ev_per_a": [[0.20, -1.44, 0.74], [0.08, 1.75, 0.92], [1.94, 3.24, 0.26], [-2.69, -2.31, 0.12], [-1.40, 0.45, 0.61], [0.66, 1.20, -0.51], [-3.27, -2.11, -1.18], [2.15, -2.54, 1.07], [-0.17, 0.31, 0.70], [-1.49, 2.05, 2.97], [0.84, -0.67, -2.60], [-0.06, -0.89, -0.09], [-0.60, -0.14, -0.35], [-0.26, 0.56, -0.40], [-0.71, -0.03, -0.28], [5.14, -1.15, -0.58], [0.88, 0.29, -0.51], [-1.26, 1.43, -0.90]], "homo_energy_ev": -8.3, "smiles": "O=C1C=CC(O)=N1.CON", "de_lowest_kcal_mol": 126.3}

Entry 5:
{"formula": "C15H23GaO11", "method": "wB97M-V/def2-TZVPD", "elements": ["Ga", "O", "O", "O", "O", "O", "O", "O", "O", "O", "O", "O", "C", "C", "C", "C", "C", "C", "C", "C", "C", "C", "C", "C", "C", "C", "C", "H", "H", "H", "H", "H", "H", "H", "H", "H", "H", "H", "H", "H", "H", "H", "H", "H", "H", "H", "H", "H", "H", "H"], "positions_angstrom": [[1.403134, -0.103425, -3.028266], [3.939404, 0.939776, -3.921001], [-1.829162, -0.981867, -4.390245], [4.018586, -2.572406, 3.122960], [2.183822, -0.012922, -1.268644], [-2.559799, -0.061822, -2.416445], [-6.103236, 0.358559, 0.697962], [-0.055094, 2.562581, 0.601656], [2.983911, -0.572464, 2.864328], [-8.299318, -0.188873, 0.708042], [2.041457, 3.071941, 1.277255], [2.252214, 1.662017, -5.388131], [-0.417453, 0.899481, -3.143161], [-6.795266, -1.272254, -0.846741], [2.702336, 0.975190, -4.271363], [3.671804, -1.828108, 0.914995], [-7.185120, -0.338163, 0.269506], [3.488423, -1.555363, 2.383441], [2.732763, 3.088977, 2.529794], [0.471412, 2.569837, 2.955397], [3.970958, -3.313527, 0.903055], [-1.646587, -0.067502, -3.288834], [1.657327, 3.278556, 3.576244], [-5.288587, -1.337522, -0.698211], [4.630603, -3.525551, 2.246850], [-4.963338, 0.012533, -0.108512], [0.739228, 2.735393, 1.482906], [-7.091658, -0.829828, -1.800761], [3.458647, 3.904328, 2.536760], [1.310876, -1.648394, -3.476302], [-4.069239, -0.018918, 0.514292], [4.514609, -1.239848, 0.545785], [-7.255598, -2.251423, -0.716792], [2.167111, 0.941278, -1.040017], [-0.471219, 3.037860, 3.237693], [-2.444306, -0.485986, -4.978767], [3.264355, 2.140281, 2.647250], [4.465143, -4.534528, 2.630152], [3.033178, -3.875970, 0.857486], [1.431323, 4.344304, 3.687652], [2.765381, -1.594471, 0.353363], [5.707274, -3.330311, 2.216933], [-0.380133, 1.563580, -4.075029], [0.461444, 1.504799, 3.197350], [4.592888, -3.628720, 0.063946], [1.937448, 2.890077, 4.557158], [-4.832696, 0.779847, -0.875512], [-4.761558, -1.535948, -1.632226], [-0.523760, 1.572042, -2.227715], [-5.023931, -2.127123, 0.012464]], "forces_ev_per_a": [[1.16, 0.51, -0.87], [-2.07, 0.09, -0.72], [0.11, 1.88, 0.38], [-0.18, 0.17, 0.34], [-0.69, 0.68, 0.18], [1.92, -0.64, -2.23], [-0.83, -0.30, 0.12], [0.55, 0.39, 0.25], [0.30, -0.68, 0.49], [0.50, 0.16, 0.19], [-0.28, 0.13, 0.03], [1.23, -2.32, 3.72], [-1.98, -0.41, -0.94], [0.41, -0.33, 0.13], [0.64, 2.02, -2.64], [-0.32, -0.54, 0.02], [-0.57, 0.30, 0.03], [-0.21, 1.02, -0.52], [0.50, -0.09, 0.05], [0.12, 0.30, 0.47], [0.04, -0.27, -0.42], [-1.08, 1.85, 2.84], [-0.04, 0.13, 0.62], [0.26, -0.49, -0.40], [0.17, -0.38, -0.09], [0.81, 0.15, -0.28], [-0.66, -0.58, -0.80], [-0.10, -0.04, 0.06], [-0.06, -0.06, -0.24], [-0.18, -0.10, 0.29], [-0.17, 0.20, 0.00], [-0.22, 0.16, -0.09], [-0.29, 0.22, -0.12], [0.15, -0.91, -0.20], [-0.08, -0.28, -0.19], [0.61, -0.62, 0.52], [-0.10, 0.01, -0.02], [0.02, 0.17, 0.23], [0.10, 0.02, -0.01], [0.04, -0.06, 0.00], [0.27, 0.60, -0.14], [-0.03, 0.02, 0.01], [0.40, -1.15, 1.03], [-0.07, 0.03, -0.11], [-0.03, 0.01, 0.09], [0.07, 0.00, -0.09], [0.05, -0.09, 0.06], [0.12, 0.19, 0.15], [-0.33, -1.14, -1.14], [0.00, 0.07, -0.04]], "homo_energy_ev": 0.6, "total_charge": -2}

Entry 6:
{"formula": "C3OSr", "method": "wB97M-V/def2-TZVPD", "elements": ["Sr", "O", "C", "C", "C"], "positions_angstrom": [[3.059597, 0.223527, -0.099040], [-1.781779, 0.086127, 0.026666], [-1.236999, -1.119038, 0.131752], [0.537785, 0.076948, -0.029722], [-0.578605, 0.732438, -0.029654]], "forces_ev_per_a": [[-1.37, -0.11, 0.04], [-0.47, -1.81, -0.62], [0.20, 1.15, 0.29], [-0.01, -0.33, -0.44], [1.65, 1.11, 0.74]], "spin_multiplicity": 2, "homo_energy_ev": [-9.7, -12.6], "total_charge": 1}

Question: Number 4 is which compound?
Answer: C5H8N2O3

Question: What is the formula in the second record?
Answer: C3H3F2N